The following is a quantum chemistry calculation of a 2-piece molecular cluster, C2H4NP overall in a non-equilibrium geometry, from the OMol25 dataset.

- highest occupied orbital energy (spin up / spin down) (eV) = -7.6 / -9.7
- energy above the lowest of the compared OMol25 structures with the same formula, charge and spin (eV) = 4.065
- calculated total energy (a.u.) = -474.45915

```
! RIJCOSX wB97M-V def2-TZVPD def2/J DEFGRID3
* xyz 0 3
C -1.406 0.265 -0.135
C -0.358 -0.536 -0.015
N 1.676 0.912 0.104
P 2.644 -0.234 -0.079
H -2.327 -0.318 -0.462
H -1.306 1.210 0.416
H -0.023 -1.498 -0.008
H 3.834 0.471 -0.019
*
```

Just the Mulliken charges please, in e? Sure, here they are:
1. C -0.513
2. C -0.417
3. N -0.224
4. P 0.156
5. H 0.245
6. H 0.282
7. H 0.385
8. H 0.087